Entry 1:
Density functional theory data (ωB97M-V with the def2-TZVPD basis set) for C29H33MnN3O8PS2 as an isolated structure in a non-equilibrium geometry.

Element x y z (Å)
Mn1 -0.0241 0.3379 -2.1418
O1 0.9719 -2.3751 -5.3134
C1 0.9889 -1.8756 -4.1957
O2 0.5410 -0.7257 -3.8542
C2 1.5917 -2.6854 -3.0163
P1 1.6650 -1.5499 -1.5662
C3 -0.0726 -1.6635 -0.9325
C4 -0.2796 -1.6078 0.4531
C5 -1.5541 -1.6034 0.9864
C6 -2.6615 -1.6918 0.1521
C7 -2.4782 -1.8108 -1.2094
C8 -1.2005 -1.7631 -1.7656
C9 2.5303 -2.6722 -0.3835
C10 3.8657 -2.3805 -0.1191
C11 4.6212 -3.2006 0.7070
C12 4.0422 -4.3210 1.2800
C13 2.7103 -4.6181 1.0271
C14 1.9583 -3.8005 0.1997
H1 2.6049 -3.0003 -3.2692
H2 1.0008 -3.5798 -2.8110
H3 0.5746 -1.5900 1.1149
H4 -1.6825 -1.5376 2.0595
H5 -3.6612 -1.6960 0.5692
H6 -3.3330 -1.9240 -1.8629
H7 -1.1112 -1.9801 -2.8200
H8 4.3112 -1.4995 -0.5693
H9 5.6572 -2.9609 0.9126
H10 4.6274 -4.9640 1.9261
H11 2.2571 -5.4902 1.4834
H12 0.9174 -4.0316 0.0081
S1 -0.0360 2.4310 -3.7920
C15 -1.2302 2.5215 -4.9615
N1 -2.4123 1.9044 -5.0283
C16 -3.2122 2.4038 -6.1377
C17 -2.1861 3.1605 -6.9957
N2 -1.0868 3.3181 -6.0588
H13 -2.9073 1.6063 -4.1753
H14 -4.0024 3.0653 -5.7706
H15 -3.6787 1.5808 -6.6794
H16 -2.5585 4.1312 -7.3267
H17 -1.8918 2.5790 -7.8750
H18 -0.1647 3.5926 -6.3423
C18 -2.9168 0.4959 6.8805
C19 -1.6012 0.4620 6.1535
C20 -0.9759 -0.7482 5.8666
C21 0.2078 -0.7834 5.1477
C22 0.7743 0.4042 4.7193
C23 0.1840 1.6258 5.0133
C24 -1.0000 1.6463 5.7264
S2 2.2652 0.3751 3.7676
O3 2.5607 -0.9934 3.4251
O4 3.2930 1.1127 4.4536
N3 1.8071 1.2930 2.4719
C25 2.8873 1.5004 1.4915
C26 2.3967 2.3712 0.3294
C27 1.4309 1.6401 -0.6150
O5 1.7559 1.5254 -1.8134
O6 0.3462 1.1736 -0.1534
H19 -3.0628 -0.4033 7.4779
H20 -3.7398 0.5609 6.1656
H21 -2.9773 1.3635 7.5376
H22 -1.4292 -1.6735 6.2021
H23 0.7042 -1.7157 4.9085
H24 0.6621 2.5357 4.6760
H25 -1.4760 2.5926 5.9547
H26 0.9822 0.9230 1.9818
H27 3.2699 0.5444 1.1110
H28 3.6965 2.0026 2.0223
H29 3.2482 2.6994 -0.2617
H30 1.8883 3.2405 0.7513
C28 -2.6585 2.6993 -0.5062
C29 -2.8947 1.8242 -1.7285
O7 -3.9092 2.0046 -2.4321
O8 -2.0080 0.9524 -1.9634
H31 -3.4950 3.3747 -0.3404
H32 -1.7461 3.2678 -0.6947
H33 -2.4818 2.0724 0.3679

Output
E_tot in eV: -113744.573
Net charge: -1
Gap between HOMO and LUMO (spin up / spin down) in eV: 7.234 / 7.656
Multiplicity: 6
HOMO (spin up / spin down) in eV: -5.01 / -5.44

Formally, the Mulliken partial charges of the atoms, in units of the elementary charge, are as follows: 0.94 -0.77 0.26 -0.70 -0.97 1.04 0.29 -0.96 -0.88 -0.79 -0.69 0.04 0.37 -0.34 -0.67 -0.45 -0.80 -0.13 0.54 0.32 0.83 0.55 0.36 0.37 0.48 0.39 0.39 0.39 0.40 0.42 -0.47 0.24 0.13 -0.56 -0.49 -0.22 0.13 0.28 0.35 0.29 0.28 0.25 -1.45 1.01 -0.73 -0.23 -0.21 -0.49 -0.75 1.46 -0.62 -0.77 -0.08 -0.60 -1.19 1.16 -0.78 -0.48 0.37 0.28 0.38 0.33 0.50 0.43 0.36 0.11 0.27 0.55 0.40 0.33 -0.79 0.47 -0.81 -0.47 0.37 0.12 0.14


Entry 2:
Density functional theory data (ωB97M-V with the def2-TZVPD basis set) for C4H9N2 as an isolated structure in a non-equilibrium geometry.

Element x y z (Å)
C1 0.7509 0.5462 -0.0049
C2 -0.3940 -1.0073 0.4236
C3 1.8538 1.4413 -0.3660
C4 -1.8903 -0.9444 0.1252
N1 -0.0453 0.2897 1.0388
N2 0.6044 -0.6660 -0.6137
H1 -0.0976 -1.7513 1.1492
H2 1.4829 2.3955 -0.1868
H3 1.9181 1.3109 -1.4379
H4 2.8227 1.3985 0.0729
H5 -2.1993 -0.1595 -0.5043
H6 -2.3631 -0.7385 1.0622
H7 -2.3106 -1.7877 -0.3686
H8 -0.3923 0.7535 1.9327
H9 0.5324 -1.0831 -1.5415

Output
E_tot in eV: -7266.207
Net charge: +1
Energy relative to the best compared isomer or geometry (same formula, charge and spin) in kJ/mol: 186.7
Gap between HOMO and LUMO in eV: 11.661
HOMO in eV: -15.58

Formally, the Mulliken partial charges of the atoms, in units of the elementary charge, are as follows: 0.42 0.37 -1.04 -1.32 -0.23 -0.23 0.31 0.36 0.33 0.34 0.40 0.37 0.37 0.25 0.30


Entry 3:
Density functional theory data (ωB97M-V with the def2-TZVPD basis set) for a 2-piece molecular cluster, CH2N2O3Si overall in a non-equilibrium geometry.

Element x y z (Å)
C1 1.9756 1.8586 0.1642
N1 2.3240 2.9280 -0.1508
N2 2.3212 -1.0868 -0.1585
O1 1.8416 -2.1442 0.1671
O2 3.1547 -0.8323 -0.9730
O3 -0.3418 0.9360 -1.5862
Si1 1.3533 0.2191 0.6780
H1 -1.0914 1.3656 -1.1053
H2 0.6059 -0.6352 1.5292

Output
E_tot in eV: -18062.024
Energy relative to the best compared isomer or geometry (same formula, charge and spin) in kJ/mol: 607.6
Gap between HOMO and LUMO (spin up / spin down) in eV: 6.828 / 6.851
HOMO (spin up / spin down) in eV: -9.89 / -9.91

Formally, the Mulliken partial charges of the atoms, in units of the elementary charge, are as follows: 0.26 -0.27 0.92 -0.54 -0.51 -0.68 0.55 0.26 0.02


Entry 4:
Density functional theory data (ωB97M-V with the def2-TZVPD basis set) for C19H42Cl12GaO3 as an isolated structure.

Element x y z (Å)
C1 2.2825 -1.6624 -0.0489
C2 3.2304 -0.8797 0.8408
O1 3.3815 0.4881 0.5266
C3 3.6878 0.7737 -0.8220
C4 2.4633 1.3401 -1.5984
O2 1.2304 1.0326 -1.0292
C5 0.6524 2.0718 -0.2049
Ga1 -1.3135 1.6678 0.2894
C6 -2.2180 0.4256 -1.0815
C7 -1.4310 -0.7848 -1.4778
O3 -2.2848 -1.7861 -2.1489
H1 1.2942 -1.2183 -0.0757
H2 2.2108 -2.6765 0.3506
H3 2.6842 -1.7688 -1.0564
H4 2.8245 -0.8967 1.8528
H5 4.2040 -1.3852 0.8941
H6 4.4545 1.5520 -0.7974
H7 4.1246 -0.0787 -1.3421
H8 2.4842 0.9450 -2.6224
H9 2.5755 2.4261 -1.6754
H10 0.7196 3.0407 -0.7081
H11 1.2210 2.1013 0.7287
H12 -1.3915 0.9465 1.7395
H13 -2.1099 3.0426 0.2531
H14 -2.5257 0.9777 -1.9743
H15 -3.1321 0.0565 -0.6079
H16 -1.0445 -1.2891 -0.5917
H17 -0.6110 -0.5268 -2.1450
H18 -1.8963 -1.9784 -3.0063
Cl1 -6.3296 0.1360 -0.7998
C8 -5.5192 -1.4399 -1.0009
C9 -5.5701 -2.2653 0.2575
Cl2 -4.5747 -1.5495 1.5490
H19 -4.4910 -1.2447 -1.3039
H20 -6.0293 -1.9645 -1.8077
H21 -5.1706 -3.2584 0.0576
H22 -6.5858 -2.3641 0.6336
Cl3 -6.4184 -2.3198 7.0110
C10 -4.6834 -2.1630 6.6114
C11 -4.4187 -2.3029 5.1367
Cl4 -4.7221 -3.9615 4.5537
H23 -4.1473 -2.9192 7.1805
H24 -4.3588 -1.1810 6.9504
H25 -3.3728 -2.0796 4.9328
H26 -5.0357 -1.6291 4.5485
Cl5 5.7157 -2.9925 -1.3490
C12 5.6622 -3.2967 -3.1024
C13 6.0741 -2.0852 -3.8963
Cl6 4.8773 -0.7683 -3.7784
H27 4.6537 -3.6131 -3.3567
H28 6.3509 -4.1147 -3.3074
H29 6.1557 -2.3456 -4.9511
H30 7.0305 -1.6955 -3.5580
Cl7 0.4658 0.1920 10.0139
C14 -0.4348 -1.3105 9.6887
C15 -0.9142 -1.3922 8.2625
Cl8 -2.1858 -0.1945 7.9100
H31 -1.2661 -1.3575 10.3873
H32 0.2426 -2.1384 9.8912
H33 -1.3431 -2.3768 8.0803
H34 -0.1027 -1.2292 7.5583
Cl9 -1.1268 5.6351 -1.0050
C16 -2.5269 6.1212 -1.9950
C17 -3.8408 6.0390 -1.2551
Cl10 -4.2850 4.3565 -0.9022
H35 -2.5417 5.4798 -2.8727
H36 -2.3519 7.1488 -2.3137
H37 -4.6286 6.4641 -1.8770
H38 -3.8057 6.5843 -0.3148
Cl11 6.7277 2.3118 -7.0983
C18 5.0362 1.9276 -7.5154
C19 4.6722 0.5106 -7.1601
Cl12 5.5226 -0.6820 -8.1845
H39 4.9063 2.1183 -8.5776
H40 4.4050 2.6139 -6.9539
H41 3.6055 0.3573 -7.3138
H42 4.9107 0.2823 -6.1255

Output
E_tot in eV: -229171.603
Net charge: -1
Gap between HOMO and LUMO in eV: 6.451
HOMO in eV: -4.52

Formally, the Mulliken partial charges of the atoms, in units of the elementary charge, are as follows: -0.64 -0.33 -0.42 -0.08 -0.47 -0.13 -0.72 0.06 -0.29 0.08 -0.55 -0.03 0.47 0.13 0.35 0.20 0.40 -0.12 0.21 0.34 0.28 0.27 -0.33 -0.18 0.38 -0.43 -0.07 0.31 0.29 -0.20 0.02 -0.50 -0.17 -0.13 0.36 0.29 0.35 -0.21 -0.22 -0.35 -0.20 0.28 0.10 0.31 0.29 -0.17 -0.51 -0.53 -0.20 0.32 0.35 0.34 0.32 -0.19 -0.45 -0.38 -0.20 0.32 0.30 0.24 0.35 -0.13 -0.48 -0.48 -0.09 0.30 0.32 0.29 0.30 -0.20 -0.44 -0.03 -0.21 0.33 0.31 0.32 -0.06


Entry 5:
Density functional theory data (ωB97M-V with the def2-TZVPD basis set) for a 6-piece molecular cluster, C25H48F3O18S overall in a non-equilibrium geometry.

Element x y z (Å)
C1 -0.2836 3.1866 -4.6942
C2 -0.9974 2.7707 -5.9756
O1 -0.4436 3.5530 -7.0446
C3 -2.5019 3.0213 -5.8619
C4 -3.2914 1.7226 -6.1421
S1 -4.8611 1.7622 -5.4591
O2 -5.7701 0.8829 -6.1466
O3 -4.9052 1.6024 -4.0107
C5 -5.5831 3.4371 -5.8313
F1 -6.8795 3.4508 -5.4389
F2 -5.5263 3.6620 -7.1661
F3 -4.9535 4.4481 -5.1999
H1 -0.7138 4.1205 -4.3704
H2 0.7501 3.3888 -4.9322
H3 -0.3677 2.4470 -3.9168
H4 -0.8248 1.7326 -6.1927
H5 -0.5853 4.4557 -6.7793
H6 -2.7164 3.3903 -4.8642
H7 -2.7987 3.7693 -6.5781
H8 -2.8386 0.9038 -5.5989
C6 0.3308 0.0602 -0.0426
C7 0.1260 -1.4032 -0.3709
O4 -1.2615 -1.7532 -0.4588
C8 -1.8769 -1.3474 -1.5707
O5 -1.3655 -0.7516 -2.4770
O6 -3.1503 -1.7188 -1.4943
C9 -3.9577 -1.2541 -2.5909
H9 -0.2015 0.3358 0.8674
H10 1.3909 0.2688 0.0971
H11 -0.0402 0.6965 -0.8435
H12 0.5218 -2.0266 0.4285
H13 0.6382 -1.6862 -1.2901
H14 -3.5395 -1.5610 -3.5422
H15 -4.0429 -0.1735 -2.5637
H16 -4.9439 -1.6946 -2.4836
C10 1.2934 -7.1582 -3.1985
C11 1.4482 -6.5864 -4.5919
O7 0.2349 -6.0046 -5.0780
C12 -0.0757 -4.8160 -4.5547
O8 0.5894 -4.2065 -3.7614
O9 -1.2253 -4.4254 -5.0794
C13 -1.7147 -3.1745 -4.5706
H17 0.4739 -7.8773 -3.1727
H18 2.2120 -7.6599 -2.8934
H19 1.0737 -6.3751 -2.4760
H20 1.6804 -7.3812 -5.2978
H21 2.2524 -5.8525 -4.6374
H22 -0.9787 -2.3856 -4.6879
H23 -1.9870 -3.2810 -3.5233
H24 -2.5981 -2.9210 -5.1476
C14 4.1459 0.1809 5.9029
C15 3.2598 1.2471 5.2973
O10 2.5664 0.7826 4.1314
C16 1.5354 -0.0254 4.3611
O11 1.1252 -0.3606 5.4387
O12 1.0287 -0.3841 3.1866
C17 -0.0530 -1.3196 3.2797
H25 4.8429 -0.2032 5.1570
H26 4.7170 0.5908 6.7356
H27 3.5582 -0.6584 6.2699
H28 3.8651 2.0811 4.9491
H29 2.5437 1.6346 6.0211
H30 -0.8380 -0.9492 3.9331
H31 0.3126 -2.2788 3.6421
H32 -0.4526 -1.4419 2.2809
C18 9.7168 0.0388 9.9060
C19 8.3200 -0.4249 9.5535
O13 7.8656 0.1185 8.3059
C20 8.3902 -0.4335 7.2166
O14 9.1664 -1.3485 7.1878
O15 7.8877 0.1942 6.1579
C21 8.4133 -0.2507 4.9043
H33 9.7652 1.1282 9.9106
H34 9.9961 -0.3299 10.8926
H35 10.4458 -0.3255 9.1852
H36 7.6080 -0.0625 10.2913
H37 8.2507 -1.5117 9.5269
H38 8.2948 -1.3251 4.7921
H39 9.4636 0.0202 4.8177
H40 7.8419 0.2611 4.1367
C22 -6.2850 1.3179 -1.4264
C23 -4.9855 1.8533 -0.8777
O16 -5.1356 3.1577 -0.2747
C24 -5.6989 3.1866 0.9157
O17 -6.0549 2.2474 1.5765
O18 -5.7815 4.4666 1.3035
C25 -6.4260 4.6515 2.5597
H41 -6.7148 2.0205 -2.1363
H42 -6.1188 0.3805 -1.9434
H43 -7.0188 1.1606 -0.6339
H44 -4.2823 1.9967 -1.6938
H45 -4.5356 1.1708 -0.1544
H46 -5.9485 4.0579 3.3358
H47 -7.4800 4.3872 2.4890
H48 -6.3323 5.7069 2.7985

Output
E_tot in eV: -82547.025
Net charge: -1
Gap between HOMO and LUMO in eV: 5.186
HOMO in eV: -3.51

Formally, the Mulliken partial charges of the atoms, in units of the elementary charge, are as follows: -1.41 0.18 -0.61 -0.21 -0.90 0.99 -0.75 -0.46 0.49 -0.23 -0.23 -0.22 0.40 0.43 0.19 0.44 0.35 0.32 0.20 0.00 -0.94 -0.34 -0.42 0.71 -0.50 -0.42 0.41 0.22 0.38 0.27 0.40 0.34 -0.24 -0.31 0.42 -1.08 -0.18 -0.40 0.75 -0.56 -0.40 -0.58 0.29 0.35 0.31 0.29 0.30 0.38 0.25 0.28 -0.99 -0.26 -0.37 0.72 -0.57 -0.26 -0.54 0.26 0.31 0.36 0.29 0.32 0.33 0.32 0.05 -1.10 -0.22 -0.34 0.77 -0.56 -0.30 -0.72 0.29 0.36 0.32 0.30 0.32 0.32 0.34 0.22 -0.99 0.20 -0.40 0.69 -0.56 -0.36 -0.65 0.23 0.23 0.43 0.19 0.28 0.29 0.29 0.22


Entry 6:
Density functional theory data (ωB97M-V with the def2-TZVPD basis set) for a 2-piece molecular cluster, CH4FN2 overall in a non-equilibrium geometry.

Element x y z (Å)
C1 -0.3565 -0.7337 -0.5512
N1 -1.0024 -1.6051 -0.1306
N2 0.5050 0.1370 -0.8993
F1 0.4704 1.4148 1.5839
H1 -1.8664 -2.1429 0.0997
H2 0.5080 1.9657 2.2815
H3 0.4365 1.1513 -0.8542
H4 1.3054 -0.1871 -1.5300

Output
E_tot in eV: -6791.382
Net charge: +1
Energy relative to the best compared isomer or geometry (same formula, charge and spin) in kJ/mol: 120.3
Gap between HOMO and LUMO in eV: 12.478
HOMO in eV: -17.07

Formally, the Mulliken partial charges of the atoms, in units of the elementary charge, are as follows: 0.40 -0.05 -0.35 -0.39 0.38 0.39 0.31 0.31


Entry 7:
Density functional theory data (ωB97M-V with the def2-TZVPD basis set) for a 2-piece molecular cluster, C3H9NO2 overall in a non-equilibrium geometry.

Element x y z (Å)
C1 2.5250 -0.6087 -0.1772
N1 1.5841 0.3236 -0.8130
H1 -1.3132 1.1473 -1.9367
H2 0.9486 -0.2219 -1.4015
H3 0.8766 0.5548 -0.0739
H4 2.1544 -1.0289 0.7635
H5 3.3042 0.0374 0.0917
H6 3.0017 -1.5073 -0.9090
C2 -1.7967 0.1428 1.2933
C3 -1.9203 0.2352 -0.1484
O1 -1.3787 1.4017 -0.8817
O2 -2.4569 -0.6264 -0.9145
H7 -2.8190 0.0586 1.8336
H8 -1.2451 0.9613 1.8345
H9 -1.4646 -0.8697 1.4392

Output
E_tot in eV: -8840.399
Energy relative to the best compared isomer or geometry (same formula, charge and spin) in kJ/mol: 246.6
SMILES: CC(=O)O.CN
Gap between HOMO and LUMO in eV: 10.287
HOMO in eV: -9.70

Formally, the Mulliken partial charges of the atoms, in units of the elementary charge, are as follows: -0.61 -0.59 0.37 0.27 0.19 0.23 0.28 0.24 -0.86 0.66 -0.50 -0.59 0.33 0.29 0.29